Entry 1:
ORCA calculation (the ωB97M-V functional and the def2-TZVPD basis) on a structure of composition C47H45AsN7O2RhS.

Structure (ORCA input):
```
! RIJCOSX wB97M-V def2-TZVPD def2/J DEFGRID3
* xyz 0 5
Rh 1.73784 -0.30960 -0.19740
N -1.99847 -2.62575 9.10115
C -1.50273 -2.45868 8.07757
C -0.92987 -2.25403 6.80947
C 0.34069 -1.68265 6.66999
C 0.86166 -1.46215 5.41727
C 0.13599 -1.77903 4.25569
C -1.11722 -2.39308 4.41512
C -1.64472 -2.62103 5.66253
C 0.63357 -1.42926 2.94117
C 1.26668 -0.16632 2.77797
C 1.36492 0.88733 3.70578
C 2.11315 1.90693 3.11016
C 2.44263 1.46351 1.84801
N 1.89873 0.23811 1.62566
C 0.45463 -2.32225 1.85287
C 0.05624 -3.67498 1.89244
C 0.06754 -4.14302 0.58481
C 0.47543 -3.08327 -0.21351
N 0.70871 -1.99863 0.54643
H 0.90771 -1.42812 7.55546
H 1.85637 -1.05365 5.31718
H -1.69748 -2.63528 3.53852
H -2.61881 -3.07645 5.76722
H 0.89090 0.92867 4.66551
H 2.39954 2.84053 3.55460
H 3.08277 1.92919 1.11492
H -0.17286 -4.24148 2.77387
H -0.20188 -5.12388 0.24071
H 0.58514 -3.06526 -1.28546
C -2.92415 -0.51804 -7.61537
C -2.11276 -0.12229 -6.41975
C -1.36180 1.04519 -6.39532
C -0.65351 1.41808 -5.26413
C 0.16815 2.67310 -5.27650
C -0.72761 0.62041 -4.11002
As 0.21848 1.41769 -2.55076
N -0.15907 0.68184 -0.91529
C -1.36683 0.60880 -0.34047
C -2.55332 0.53788 -1.11056
C -3.76530 0.28716 -0.51609
C -3.86412 0.13547 0.86127
C -2.72423 0.26670 1.64558
C -1.50216 0.50170 1.06402
C -0.73736 3.13215 -2.07713
C 0.04563 3.89731 -1.19834
C 1.49567 3.58654 -0.96979
C -0.50655 4.97072 -0.52050
C -1.83550 5.32396 -0.69175
C -2.45044 6.42909 0.10928
C -2.57036 4.62478 -1.63184
C -2.04599 3.54060 -2.33254
C -2.96319 2.93210 -3.35645
C -1.36534 -0.61796 -4.16274
C -1.31425 -1.63992 -3.06643
C -2.07107 -0.95300 -5.31298
H -2.94192 0.27202 -8.36211
H -3.94789 -0.74251 -7.31557
H -2.50751 -1.41708 -8.06902
H -1.33050 1.67750 -7.27217
H 0.25207 3.06846 -6.28569
H 1.17260 2.45374 -4.89883
H -0.27781 3.44178 -4.63812
H -2.47967 0.62225 -2.18347
H -4.64614 0.17505 -1.13079
H -4.81557 -0.08454 1.32076
H -2.79134 0.18074 2.72061
H -0.62483 0.61380 1.67778
H 1.60010 2.60700 -0.48776
H 1.94608 4.33471 -0.32067
H 2.04144 3.56526 -1.91753
H 0.10925 5.53823 0.16470
H -1.73170 6.84136 0.81246
H -3.30584 6.05147 0.66661
H -2.80706 7.23068 -0.53477
H -3.59261 4.91693 -1.83382
H -3.88290 2.58997 -2.88160
H -2.50934 2.10200 -3.88693
H -3.23834 3.69585 -4.08522
H -0.78291 -1.27523 -2.19041
H -0.79917 -2.52568 -3.44218
H -2.31786 -1.94817 -2.77370
H -2.59972 -1.89564 -5.34052
N 3.54217 -3.18238 -1.29038
C 3.70173 -2.49643 -0.14154
S 4.19048 -0.87479 -0.27030
N 3.57385 -3.20121 0.99182
C 3.71399 -2.87642 2.34881
C 4.19798 -1.66198 2.81724
C 4.37241 -1.46399 4.17457
C 4.07416 -2.46804 5.07857
C 3.54466 -3.66317 4.61911
C 3.36226 -3.86800 3.26650
H 3.44913 -2.63807 -2.14345
H 3.12876 -4.10326 -1.28534
H 3.22766 -4.14708 0.86279
H 4.44609 -0.87162 2.13258
H 4.74513 -0.51203 4.52043
H 4.24396 -2.31808 6.13368
H 3.27058 -4.43476 5.32298
H 2.94359 -4.80363 2.92177
O 2.28953 -0.67838 -4.24203
N 2.36471 -1.14858 -3.11794
O 1.67644 -0.62454 -2.18302
*
```

Results
⟨S²⟩: 6.090
HOMO-LUMO gap (spin up / spin down) (eV): 5.15 / 5.07

Atomic partial charges in e from the Mulliken method, atoms 1 to 4:
1 Rh -0.6222
2 N -0.5784
3 C -0.0873
4 C 0.4221



Entry 2:
ORCA calculation (the ωB97M-V functional and the def2-TZVPD basis) on a structure of composition C47H46HoN4O5P2.

Structure (ORCA input):
```
! RIJCOSX wB97M-V def2-TZVPD def2/J DEFGRID3
* xyz 3 5
Ho -0.36249 -0.24372 -0.16317
C -6.35217 -0.95455 -3.71818
C -6.23229 -1.03393 -2.18226
C -7.61467 -1.29028 -1.56193
C -5.66938 0.28115 -1.67399
C -6.45146 1.43366 -1.69110
C -5.97081 2.65850 -1.26342
C -4.67808 2.75566 -0.78790
C -3.86957 1.62617 -0.76139
P -2.16119 1.73325 -0.16974
C -1.37004 2.94415 -1.26493
C -0.56956 2.43227 -2.28809
C 0.02291 3.27716 -3.20859
C -0.18248 4.64677 -3.10649
C -0.96617 5.16489 -2.08524
C -1.55832 4.31790 -1.16004
C -2.25381 2.43530 1.50400
C -1.19144 3.18314 2.01797
C -1.22079 3.59382 3.34333
C -2.29062 3.24740 4.16065
C -3.34021 2.49149 3.65457
C -3.32302 2.07991 2.32934
C -4.36244 0.40206 -1.22254
O -3.46565 -0.66620 -1.20397
C -3.97319 -1.93457 -1.43710
C -3.08774 -2.99631 -1.22463
C -3.53615 -4.30939 -1.32555
C -4.84112 -4.55651 -1.70377
C -5.68420 -3.49425 -1.97938
C -5.28301 -2.16888 -1.83903
P -1.33749 -2.65152 -0.89310
C -0.95919 -3.87642 0.41117
C -1.46785 -3.55383 1.67302
C -1.34227 -4.44673 2.72547
C -0.70399 -5.66574 2.52880
C -0.19202 -5.98614 1.28014
C -0.31343 -5.09322 0.22232
C -0.44957 -3.09444 -2.42066
C 0.41695 -2.13920 -2.96191
C 1.12789 -2.40063 -4.12040
C 0.97512 -3.62380 -4.75661
C 0.10034 -4.57266 -4.24396
C -0.61682 -4.30773 -3.08715
H -7.02768 -0.14796 -4.00474
H -6.74793 -1.88865 -4.11886
H -5.37992 -0.76725 -4.17679
H -8.30858 -0.48946 -1.80873
H -7.54661 -1.36607 -0.47605
H -8.04928 -2.20962 -1.94804
H -7.46723 1.37661 -2.05730
H -6.60776 3.53156 -1.29833
H -4.28943 3.70112 -0.43460
H -0.41945 1.34852 -2.37935
H 0.64231 2.88371 -4.00369
H 0.27424 5.30962 -3.82877
H -1.11750 6.23353 -2.01126
H -2.15169 4.72716 -0.35207
H -0.35843 3.45692 1.38232
H -0.41598 4.20333 3.73406
H -2.31825 3.58830 5.18749
H -4.18303 2.23988 4.28512
H -4.15001 1.50814 1.92408
H -2.87069 -5.13042 -1.09543
H -5.20055 -5.57291 -1.78736
H -6.69009 -3.71414 -2.30866
H -2.02734 -2.62980 1.80137
H -1.77719 -4.21828 3.69246
H -0.63223 -6.38059 3.33800
H 0.28071 -6.94619 1.11895
H 0.10090 -5.34863 -0.74424
H 0.54957 -1.17158 -2.47747
H 1.79703 -1.65790 -4.53509
H 1.52602 -3.83140 -5.66402
H -0.02942 -5.51964 -4.75070
H -1.32380 -5.03889 -2.72088
C 2.64523 -3.47923 -0.52291
C 2.83663 -2.10431 0.00770
N 1.95312 -1.11484 0.07086
C 2.62614 -0.03212 0.64363
C 3.90715 -0.40168 0.94287
N 4.00669 -1.70052 0.53043
C 5.08727 0.18103 1.67404
O 5.04491 1.44076 2.00421
O 5.98791 -0.57334 1.93217
C 1.97713 1.30613 0.78445
O 2.57092 2.22140 1.32049
O 0.76938 1.35925 0.31562
H 1.72765 -3.55899 -1.09733
H 2.61984 -4.19914 0.29748
H 3.48582 -3.74119 -1.16656
H 4.86802 -2.22870 0.61658
H 4.19070 1.87360 1.78200
N 1.38573 -2.00297 5.68198
C 0.52159 -1.02457 4.94090
C 0.73179 -1.12378 3.42330
N -0.21045 -0.28548 2.66743
H 1.20143 -1.95826 6.68778
H 2.38186 -1.81013 5.55126
H 1.20810 -2.96432 5.38203
H 0.76205 -0.02798 5.30854
H -0.51565 -1.24501 5.19297
H 0.60829 -2.16280 3.10264
H 1.74336 -0.80502 3.16364
H 0.03509 0.69799 2.78427
H -1.14648 -0.37586 3.05802
*
```

Results
Energy above the lowest of the compared OMol25 structures with the same formula, charge and spin (kcal/mol): 0.0
⟨S²⟩: 6.004
HOMO-LUMO gap (spin up / spin down) (eV): 7.41 / 7.45

Atomic partial charges in e from the Mulliken method, atoms 1 to 4:
1 Ho -0.2337
2 C -1.5770
3 C 1.2365
4 C -1.8564



In the order shown, the computed strongest force on any atom values come out to 2.5, 2.0 eV/Å.